# 1
Computed, not measured: 3 unconnected molecules or ions with the total composition C3H14N2O2, with the ωB97M-V functional and the def2-TZVPD basis.

XYZ file:
```
21
Properties=species:S:1:pos:R:3:lowdin_charge:R:1
H -4.90409 -0.33281 -2.21036 0.0468
H 0.71351 1.29343 -0.07850 0.1085
H 0.38826 -1.70097 0.30124 0.0979
C 1.64786 -0.30101 1.16407 -0.1830
H -0.35146 0.29034 0.73580 0.0748
H 2.34724 -0.45473 -1.28692 0.0694
H 2.65960 0.04828 0.91334 0.1050
N 1.50244 -1.03190 -1.29192 0.0092
H 1.59388 -0.70334 2.16910 0.1084
N 0.56235 1.88631 1.83960 -0.0031
C 0.60878 0.78416 0.87543 -0.3157
H 1.64419 -1.62534 -2.07213 0.0532
H -1.70163 1.36340 0.06628 0.0157
H 1.15481 2.62159 1.49661 0.0569
H 1.97362 -2.31364 0.42540 0.1005
H 0.65835 1.67499 2.81614 0.0552
O -4.12280 -0.70271 -1.78775 -0.0516
C 1.43433 -1.40961 0.10461 -0.3309
H -3.47174 -0.77994 -2.49557 0.0480
O -1.85778 1.06274 -0.82944 -0.0650
H -2.47971 0.33076 -0.85503 -0.0001
```

As for the energy above the lowest of the compared OMol25 structures with the same formula, charge and spin: 34.1 kcal per mole. Its spin multiplicity is 1. The lowest unoccupied orbital energy is 0.9 eV. As for the SMILES: NCCCN.O.O.

# 2
Computed, not measured: 3 unconnected molecules or ions with the total composition C3H14N2O2, with the ωB97M-V functional and the def2-TZVPD basis.

XYZ file:
```
21
Properties=species:S:1:pos:R:3:lowdin_charge:R:1
H 0.64454 0.71670 -0.68871 0.1002
O 2.23902 1.85515 -3.31993 -0.0427
H -1.84914 -0.17593 0.51452 0.1141
N -0.63602 -0.03003 -2.13009 0.0145
H -1.09696 -1.30013 2.81031 0.0750
H 0.72581 -2.03702 -0.37056 0.0045
C -1.08716 -0.20972 2.86153 -0.0890
H 0.69913 -0.22677 1.76949 0.1027
H 2.13866 1.90199 -2.36805 0.0206
H 2.23330 2.75599 -3.61635 0.0279
H -0.53933 -1.03525 -2.05647 0.0447
H -0.57190 0.05784 3.77927 0.0673
N -0.85164 -0.26617 0.34651 -0.0845
H 1.19170 -3.29181 0.41489 0.0264
C -0.44589 0.54673 -0.73974 -0.3474
H -0.87413 1.56006 -0.72449 0.1117
H -0.23706 1.31729 1.59246 0.1033
H 0.23279 0.27936 -2.56745 0.0332
H -2.07495 0.23424 2.87454 0.0661
O 0.43916 -2.87583 0.00089 -0.0606
C -0.27992 0.22334 1.61744 -0.2879
```

As for the energy above the lowest of the compared OMol25 structures with the same formula, charge and spin: 31.6 kcal per mole. Its spin multiplicity is 1. The lowest unoccupied orbital energy is 0.6 eV. As for the SMILES: CCNCN.O.O.

# 3
Computed, not measured: 3 unconnected molecules or ions with the total composition C3H14N2O2, with the ωB97M-V functional and the def2-TZVPD basis.

XYZ file:
```
21
Properties=species:S:1:pos:R:3:lowdin_charge:R:1
H 0.43131 -0.68835 -0.96646 0.0256
H 1.32041 2.76519 0.15307 0.0459
H 0.66908 1.39093 -1.41516 0.0341
O -0.24458 1.71003 -1.64264 -0.0217
H -0.58719 -0.79676 2.48593 0.0847
H -0.42137 2.51720 -1.36232 -0.0550
C -0.40187 -1.08139 1.45493 -0.2218
N -1.54714 -0.40582 0.78939 -0.1533
C 1.05751 -0.77585 0.95291 -0.2710
O 1.95543 2.80683 -0.56846 -0.0379
N 1.30036 -0.86839 -0.45788 0.0155
H 1.69854 -1.54242 1.44120 0.1130
H -1.07145 -1.00593 -1.22050 0.0571
H -1.67383 0.64743 0.83889 0.1137
H -0.83426 -2.24664 1.44478 0.1638
H 1.41855 0.14171 1.35529 0.0753
H -2.70234 -0.25555 -0.93924 0.0409
H 1.67324 -1.71398 -0.68892 0.0321
H 2.43464 2.00232 -0.59215 0.0150
H -2.50106 -1.73125 -0.45970 0.0372
C -1.97398 -0.86932 -0.60296 -0.0935
```

As for the energy above the lowest of the compared OMol25 structures with the same formula, charge and spin: 65.4 kcal per mole. Its spin multiplicity is 1. The lowest unoccupied orbital energy is 0.7 eV. As for the SMILES: CNCCN.O.O.

# 4
Computed, not measured: 3 unconnected molecules or ions with the total composition C3H14N2O2, with the ωB97M-V functional and the def2-TZVPD basis.

XYZ file:
```
21
Properties=species:S:1:pos:R:3:lowdin_spin:R:1
H 0.71010 -0.67953 -1.58010 0.0006
H -0.47299 1.53785 -1.00170 0.0063
H -0.64957 -0.38241 0.03802 0.0022
H 2.93456 -1.11137 0.37682 0.0061
H 2.42065 0.93145 1.26854 0.0119
H 0.28526 0.56937 2.56139 0.0609
H 2.13757 -1.69635 1.63195 0.0411
C 0.44322 0.78447 1.49404 0.1091
H -2.63183 -0.08374 -0.90925 -0.0001
H -2.59515 -0.89312 -2.27248 -0.0001
H -1.45774 2.31459 0.00534 0.0049
N -1.25451 1.38779 -0.37349 0.1351
H 1.13120 -1.51426 0.19355 0.0098
H 0.21349 -1.70122 -2.65871 0.0001
C -0.87471 0.45739 0.71074 0.0423
O 0.48388 -0.79588 -2.50524 0.0002
O -3.14442 -0.60669 -1.52328 0.0080
C 1.91854 -1.03438 0.76208 0.0705
H -1.72719 0.25345 1.34624 0.0010
N 1.65468 0.37813 0.88482 0.4859
H 0.47498 1.88447 1.55072 0.0043
```

As for the energy above the lowest of the compared OMol25 structures with the same formula, charge and spin: 38.5 kcal per mole. Its spin multiplicity is 2. The lowest unoccupied orbital energy (alpha / beta) is -3.4 / -8.9 eV. As for the total charge: +1.

# 5
Computed, not measured: 3 unconnected molecules or ions with the total composition C3H14N2O2S, with the ωB97M-V functional and the def2-TZVPD basis.

XYZ file:
```
22
Properties=species:S:1:pos:R:3:lowdin_charge:R:1
S 1.15572 2.73940 1.96566 0.6513
C 0.72284 0.34235 0.42732 -0.4410
H 0.80328 1.11873 -1.64782 0.0754
C 1.21471 -1.03547 -0.27796 -0.2281
H -0.62911 -1.23480 -1.25316 0.0292
H 1.76069 0.24624 2.34287 0.0906
H -2.77532 0.43082 -1.87766 0.0425
H -2.95398 -2.41651 0.69796 0.0103
N 0.27489 -1.71263 -1.12752 -0.0075
C 1.65186 0.90628 1.45601 -0.4092
H -1.44776 0.86560 -1.11636 0.0454
O -2.11678 0.12597 -1.26301 -0.0934
H -2.26679 -1.14434 0.23951 -0.0013
H 0.54598 2.27165 -0.54699 0.0487
H -0.27859 0.23124 0.93343 0.1299
H 1.42975 -1.68386 0.58990 0.1137
H 0.02491 -2.63864 -0.91033 0.0430
N 0.44407 1.26190 -0.72655 -0.0133
O -2.10901 -2.03875 0.58118 -0.0560
H 2.09423 -0.79762 -0.91954 0.1097
H 2.52451 1.20626 0.85155 0.0663
H -0.07011 2.95618 1.58149 -0.2063
```

As for the energy above the lowest of the compared OMol25 structures with the same formula, charge and spin: 18.1 kcal per mole. Its spin multiplicity is 1. The lowest unoccupied orbital energy is 0.6 eV. As for the SMILES: NC[C@H](N)CS.O.O.

# 6
Computed, not measured: 3 unconnected molecules or ions with the total composition C3H14N2O2S2, with the ωB97M-V functional and the def2-TZVPD basis.

XYZ file:
```
23
Properties=species:S:1:pos:R:3:lowdin_charge:R:1
H 2.33662 -1.41599 -2.59367 0.0238
H 0.65861 2.19913 1.19856 0.1046
H -1.78798 0.38190 -0.50590 0.0866
H 0.11147 1.68832 -0.44972 0.1133
N 1.90905 0.87663 0.15808 -0.0065
H -0.18162 -0.64818 -3.77640 0.0405
H 2.29244 0.21853 0.81484 0.0721
H 2.42564 -0.04201 -1.85841 -0.0142
S -2.79698 -2.04729 2.09320 0.2840
O 2.63520 -0.50695 -2.67951 -0.0787
C 0.57593 1.38034 0.48523 -0.2298
H -1.51430 -2.41840 1.97768 -0.2047
O -0.59863 -1.17722 -3.08458 -0.0615
H -0.47663 0.86010 3.10514 0.0609
C -1.11361 0.76218 2.22601 -0.5151
H -1.08867 -1.83518 -3.60106 0.0463
H -1.45468 1.75799 1.95708 0.0696
H 0.24476 -0.64854 1.26695 0.1298
C -0.32761 0.25086 1.02200 -0.4594
H 2.53829 1.64210 -0.01829 0.0740
N -1.20954 -0.28952 -0.00531 0.0034
S -2.49256 -0.18935 2.97372 0.4096
H -0.68520 -0.79942 -0.70562 0.0516
```

As for the energy above the lowest of the compared OMol25 structures with the same formula, charge and spin: 11.1 kcal per mole. Its spin multiplicity is 1. The lowest unoccupied orbital energy is 0.5 eV. As for the SMILES: NC[C@H](N)CSS.O.O.

# 7
Computed, not measured: 3 unconnected molecules or ions with the total composition C3H14N2O3, with the ωB97M-V functional and the def2-TZVPD basis.

XYZ file:
```
22
Properties=species:S:1:pos:R:3:lowdin_charge:R:1
H -1.71336 0.91056 0.55797 0.0082
H 1.86454 1.39736 1.95654 0.1078
H -1.27757 0.75103 -1.82351 0.1069
H -0.07172 -0.48596 -3.67789 0.0992
H 1.28705 -0.81941 3.05652 0.0584
N 1.45143 -0.71296 2.06439 -0.0031
C -0.19683 0.55373 -1.88801 -0.2726
H 2.05077 0.92625 -0.28688 0.1202
N 0.16038 0.00949 -0.59087 -0.0699
H 0.67665 -0.85720 -0.66462 0.0950
C 1.05347 0.88685 0.16682 -0.2497
H -2.99165 1.77491 0.67704 0.0567
H -1.53916 -3.71196 -0.03351 0.0355
H 0.35775 1.45608 -2.19190 0.1231
C 1.10466 0.66576 1.68209 -0.2707
H 0.12872 0.91715 2.08081 0.0933
O -2.13421 1.69872 0.21118 -0.0673
O -1.29908 -2.82170 0.23855 -0.0545
H 0.64412 1.90916 0.13484 0.1120
H 0.86741 -1.39252 1.58707 0.0432
H -0.72234 -2.59151 -0.48620 0.0056
O 0.29896 -0.46384 -2.77043 -0.0772
```

As for the energy above the lowest of the compared OMol25 structures with the same formula, charge and spin: 32.0 kcal per mole. Its spin multiplicity is 1. The lowest unoccupied orbital energy is 0.7 eV. As for the SMILES: NCCNCO.O.O.

# 8
Computed, not measured: 3 unconnected molecules or ions with the total composition C3H14NO2, with the ωB97M-V functional and the def2-TZVPD basis.

XYZ file:
```
20
Properties=species:S:1:pos:R:3:lowdin_charge:R:1
C 0.82525 0.99296 0.53114 -0.1822
H -0.17401 1.07608 -1.85506 0.1013
H 1.20240 0.11360 2.48341 0.0861
H 0.12948 1.72187 0.94467 0.1351
H 2.35581 -0.41222 1.20552 0.0832
H -1.65913 1.05389 -0.84861 0.1055
C -0.86253 0.45675 -1.28613 0.0019
H -1.19665 -0.36583 -1.90030 0.0878
O 0.75293 -1.60512 -2.66713 -0.0495
H 0.24127 -2.15189 -3.27559 0.0634
H 1.32620 1.51716 -0.26995 0.1254
O -2.63968 -0.29056 1.72944 -0.0545
H -3.56353 -0.52424 1.87428 0.0578
N -0.04425 -0.05108 -0.13772 -0.0082
H -0.65836 -0.37192 0.61735 0.1328
H 2.41953 1.19929 1.83928 0.0990
H 0.53365 -0.84616 -0.41992 0.1494
H -2.36034 0.08827 2.58109 0.0582
C 1.73116 0.38676 1.57449 -0.0555
H 1.64079 -1.98762 -2.72025 0.0629
```

As for the energy above the lowest of the compared OMol25 structures with the same formula, charge and spin: 10.6 kcal per mole. Its spin multiplicity is 1. The lowest unoccupied orbital energy is -2.8 eV. As for the total charge: +1.

# 9
Computed, not measured: 3 unconnected molecules or ions with the total composition C3H14NO2, with the ωB97M-V functional and the def2-TZVPD basis.

XYZ file:
```
20
Properties=species:S:1:pos:R:3:lowdin_spin:R:1
H 2.11164 0.42797 2.20734 0.0000
H -1.80789 2.87036 0.74927 0.1049
H -0.95834 0.37935 -1.37155 0.0150
O 1.72371 -2.18419 -2.27249 0.0003
H 3.17418 -0.42085 1.56648 0.0001
H -1.08350 0.53821 1.72193 0.0948
H 0.20448 1.25149 -0.54276 0.0184
H 0.69261 -1.23764 -1.14002 -0.0001
H -0.25352 -1.59509 0.14241 0.0008
C -0.43965 0.37183 -0.40526 0.0522
C -1.50531 0.64012 0.66931 0.2517
N 0.35528 -0.85943 -0.22822 0.0026
H -3.15420 1.93099 1.15985 0.0353
H 2.41933 -2.70982 -1.86277 0.0000
H -2.49033 1.98448 -0.57255 0.0572
H 2.03316 -1.88662 -3.13601 0.0000
H 1.17557 -0.71840 0.44617 0.0002
C -2.25926 1.86527 0.51311 0.2635
H -2.14969 -0.29234 0.70767 0.1022
O 2.21172 -0.35572 1.64809 0.0011
```

As for the energy above the lowest of the compared OMol25 structures with the same formula, charge and spin: 0.0 kcal per mole. Its spin multiplicity is 2. The lowest unoccupied orbital energy (alpha / beta) is -6.8 / -15.0 eV. As for the total charge: +2.

# 10
Computed, not measured: 3 unconnected molecules or ions with the total composition C3H14NO2S, with the ωB97M-V functional and the def2-TZVPD basis.

XYZ file:
```
21
Properties=species:S:1:pos:R:3:lowdin_charge:R:1
H 1.37751 0.01653 1.77046 0.1689
H -1.65821 1.08246 3.39704 0.0731
H 0.36004 -0.83214 0.98797 0.0957
O -0.02419 -2.49967 0.74386 -0.0330
C 1.34471 0.72422 -0.13822 -0.1638
H -1.08173 -0.62587 -0.99438 0.0505
H 0.09025 -3.32231 0.25673 0.0846
H -0.86774 1.98538 -2.96732 -0.1258
O -1.72762 1.02644 2.43100 -0.0501
H 1.62074 0.37815 -2.18708 0.1204
C 1.02218 -0.04510 -1.39639 -0.2562
S -1.31407 1.46427 -1.81504 0.7464
H -2.40242 1.69471 2.24927 0.0718
H -0.56983 -0.76255 -2.58938 0.0761
H 0.97642 1.73912 -0.28347 0.0996
C -0.45440 -0.12513 -1.74259 -0.5590
N 0.63425 0.18161 1.08917 0.1727
H 1.42734 -1.05115 -1.37179 0.1122
H -0.23255 0.69337 1.30558 0.1059
H -0.91421 -2.51850 1.11933 0.0796
H 2.39352 0.79616 0.13524 0.1307
```

As for the energy above the lowest of the compared OMol25 structures with the same formula, charge and spin: 8.2 kcal per mole. Its spin multiplicity is 1. The lowest unoccupied orbital energy is -3.0 eV. As for the total charge: +1.

# 11
Computed, not measured: 3 unconnected molecules or ions with the total composition C3H14NO2S2, with the ωB97M-V functional and the def2-TZVPD basis.

XYZ file:
```
22
Properties=species:S:1:pos:R:3:lowdin_charge:R:1
C 0.75646 0.02604 -0.65585 -0.4769
O 1.40654 -2.27636 -3.62831 -0.0640
H -2.21964 -0.79836 -1.43140 0.0834
H -0.65798 -1.41518 -2.03499 0.0779
H -3.81669 -1.30181 1.85938 0.0860
H -1.16836 1.38799 0.93028 0.0827
H -2.36916 1.25796 -0.25132 0.1676
H -1.39813 -0.16582 -2.89614 0.0963
C -1.26967 -0.52455 -1.87490 -0.0295
O -2.93650 -1.05726 1.52313 -0.0560
H -2.39010 -1.18659 2.32132 0.0715
H 1.83359 -2.01906 -4.46018 0.0490
N -1.51816 0.85212 0.12795 0.1548
H 1.44304 -0.05749 -1.50591 0.0952
H 1.48024 -3.23770 -3.64189 0.0432
H -1.76183 0.02496 0.72664 0.0889
H 1.66210 -0.06312 3.02108 -0.1519
S 1.58710 1.10014 0.61156 0.4692
S 0.72631 0.65182 2.36149 0.3387
H -0.53570 1.56654 -1.54844 0.1508
C -0.59768 0.59087 -1.06966 -0.3639
H 0.68677 -0.98240 -0.25528 0.0870
```

As for the energy above the lowest of the compared OMol25 structures with the same formula, charge and spin: 17.0 kcal per mole. Its spin multiplicity is 1. The lowest unoccupied orbital energy is -2.9 eV. As for the total charge: +1.

# 12
Computed, not measured: 4 unconnected molecules or ions with the total composition C3H14NO4, with the ωB97M-V functional and the def2-TZVPD basis.

XYZ file:
```
22
Properties=species:S:1:pos:R:3:lowdin_charge:R:1
C 1.49557 -2.12411 0.33833 -0.1167
C -0.03441 -2.02040 0.19252 -0.3384
H -3.56010 -1.45229 0.96821 0.0480
H 2.23513 0.75118 -1.08955 0.0528
H -0.50205 1.30252 1.01687 0.0940
H -4.78989 -2.03417 0.72798 -0.0340
H -0.02868 2.71530 0.07294 0.0372
C 0.20448 0.53670 0.56758 -0.4370
H 2.05229 -2.76839 -0.42761 0.0784
O -4.43941 -1.53900 1.39864 -0.0425
N -0.60849 -0.69566 0.01012 -0.0625
H -0.51130 -0.50112 -1.00064 0.0876
H 2.61508 1.21275 -2.68356 -0.0027
H 1.80078 -2.50580 1.27365 0.0262
H 1.96200 -1.06405 0.20699 0.0808
O 3.00447 0.71684 -1.91835 -0.2625
O -0.33746 3.71811 0.07019 -0.1288
H 0.80945 0.16918 1.35553 0.0725
H -0.42196 -2.47297 1.08982 0.0681
H -0.35058 -2.78723 -0.56896 0.1013
H 0.38625 4.19264 -0.27889 -0.0206
O 0.84355 1.07391 -0.46600 -0.3012
```

As for the energy above the lowest of the compared OMol25 structures with the same formula, charge and spin: 49.8 kcal per mole. Its spin multiplicity is 1. The lowest unoccupied orbital energy is 3.4 eV. As for the total charge: -1.